4 unconnected molecules or ions with the total composition C5H18NO4 at a distorted geometry. Source: the Open Molecules 2025 dataset; level of theory: wB97M-V/def2-TZVPD.

The calculation puts the HOMO-LUMO gap at 10.5 eV. The value obtained for the energy above the lowest of the compared OMol25 structures with the same formula, charge and spin is 64.7 kcal/mol. The HOMO energy is -13.4 eV. The value obtained for the total energy is -15148.3025 eV. Its lowest unoccupied orbital energy is -2.849 eV.

Structure (ORCA input):
```
! RIJCOSX wB97M-V def2-TZVPD def2/J DEFGRID3
* xyz 1 1
C -0.668 2.820 1.299
O 0.592 3.093 0.702
C -0.455 1.269 1.554
C -1.527 0.363 0.880
C -1.427 -1.068 1.172
C -1.099 -1.720 2.179
N -1.721 -1.936 -0.133
H -0.975 3.431 2.164
H -1.405 2.996 0.498
H 1.050 3.738 1.275
H -0.511 0.990 2.629
H 0.632 1.041 1.390
H -2.432 0.682 1.319
H -1.494 0.528 -0.123
H -0.794 -1.305 3.190
H -1.050 -2.883 2.222
H -2.316 -1.418 -0.785
H -1.936 -2.817 0.066
H -0.714 -1.797 -0.599
H 3.225 -1.569 -1.380
H 2.666 -0.839 -2.608
O 2.805 -1.729 -2.164
H 1.253 -2.290 -2.109
H 0.473 -0.896 -1.993
O 0.321 -1.914 -2.025
H 2.245 1.779 -1.599
H 1.040 1.338 -2.313
O 1.801 0.906 -1.866
*
```